[1]
{
  "formula": "C5H7NO2PS",
  "method": "ωB97M-V with the def2-TZVPD basis set",
  "e_above_lowest_kj_mol": 156.6,
  "homo_ev": -3.473,
  "smiles": "CP(C)[C@H]1O/C1=N/C([O-])=S",
  "max_force_ha_per_bohr": 0.049,
  "homo_lumo_gap_ev": 6.8,
  "charge": -1,
  "species": ["C", "P", "C", "C", "O", "C", "N", "C", "O", "S", "H", "H", "H", "H", "H", "H", "H"],
  "positions_angstrom": [[-2.2970, -0.5201, -0.3089], [-1.2018, -0.2998, 1.2153], [-0.8004, 1.3832, 0.5366], [0.3038, -1.2241, 0.5385], [0.0981, -1.6088, -0.8776], [1.0664, -0.7555, -0.5797], [1.9980, -0.1526, -1.0593], [2.9903, 0.5446, -0.2859], [3.2549, 1.6762, -0.6286], [3.6039, -0.4715, 0.9266], [-3.2876, -0.5447, 0.1051], [-2.0357, -1.4098, -0.8812], [-2.3392, 0.3837, -0.9029], [-0.8562, 1.2498, -0.5340], [0.2328, 1.6361, 0.7352], [-1.4719, 2.1325, 0.9096], [0.7416, -2.0190, 1.0911]],
  "mulliken_charge": [-0.984, -0.001, -1.101, 0.111, -0.496, 0.270, -0.487, 0.361, -0.616, -0.565, 0.364, 0.316, 0.302, 0.393, 0.341, 0.330, 0.463]
}



[2]
{
  "formula": "C5H7NO2S",
  "method": "ωB97M-V with the def2-TZVPD basis set",
  "e_above_lowest_kj_mol": 523.0,
  "homo_ev": -8.594,
  "smiles": "CS/C=N/OC=C=CO",
  "max_force_ha_per_bohr": 0.086,
  "homo_lumo_gap_ev": 9.0,
  "species": ["C", "S", "C", "N", "O", "C", "C", "C", "O", "H", "H", "H", "H", "H", "H", "H"],
  "positions_angstrom": [[-1.5059, 1.0895, -2.3435], [-1.0067, -0.5495, -1.7943], [-0.8269, -0.3820, -0.0525], [-1.0981, 0.6935, 0.5918], [-0.8497, 0.6953, 2.0145], [0.4134, 0.1859, 2.4484], [1.2977, -0.2615, 1.6282], [1.8865, -0.6219, 0.4764], [2.1451, -1.8004, -0.1019], [-0.6209, 1.4794, -2.9604], [-1.7604, 1.7726, -1.5428], [-2.4419, 0.8751, -2.7891], [-0.4717, -1.3654, 0.1926], [0.2938, 0.5269, 3.4545], [2.6439, 0.1648, 0.1747], [1.9020, -2.5026, 0.6034]],
  "mulliken_charge": [-0.792, -0.036, 0.009, -0.375, -0.286, -0.303, 0.070, -0.156, -0.470, 0.235, 0.321, 0.321, 0.374, 0.433, 0.249, 0.406]
}



[3]
{
  "formula": "C5H7NO3",
  "method": "ωB97M-V with the def2-TZVPD basis set",
  "e_above_lowest_kj_mol": 420.6,
  "homo_ev": -8.159,
  "smiles": "COC=C=O.CN=C=O",
  "max_force_ha_per_bohr": 0.070,
  "homo_lumo_gap_ev": 8.6,
  "species": ["C", "O", "C", "C", "O", "H", "H", "H", "H", "C", "N", "C", "O", "H", "H", "H"],
  "positions_angstrom": [[-2.1824, -1.9831, 0.0785], [-0.9338, -1.9680, -0.5207], [0.0842, -1.3802, 0.1990], [-0.0190, -0.9417, 1.4263], [0.1515, -0.6879, 2.5290], [-2.1719, -2.6530, 0.9293], [-2.8027, -2.4879, -0.5544], [-2.5967, -0.9076, 0.2650], [1.0383, -1.3245, -0.2499], [0.7022, 2.6715, -0.6280], [1.4400, 1.5144, -0.6829], [2.4743, 0.9431, -0.5977], [3.3503, 0.1636, -0.4689], [-0.4895, 2.5011, -0.5909], [0.9509, 3.2333, 0.3225], [1.0043, 3.3070, -1.4561]],
  "mulliken_charge": [-0.812, -0.369, -0.507, 0.658, -0.364, 0.369, 0.281, 0.274, 0.436, -0.755, -0.119, 0.572, -0.502, 0.189, 0.310, 0.339]
}



[4]
{
  "formula": "C5H7NO3",
  "method": "ωB97M-V with the def2-TZVPD basis set",
  "e_above_lowest_kj_mol": 495.1,
  "homo_ev": -8.125,
  "smiles": "C=C(O)[C@@H](N)C(O)=C=O",
  "max_force_ha_per_bohr": 0.056,
  "homo_lumo_gap_ev": 8.0,
  "species": ["C", "C", "O", "C", "N", "C", "O", "C", "O", "H", "H", "H", "H", "H", "H", "H"],
  "positions_angstrom": [[-1.7765, 0.4173, -0.6528], [-1.0364, -0.0745, 0.3555], [-1.6044, -0.7194, 1.4296], [0.6153, -0.6751, 0.0487], [0.9669, -1.3604, -1.1114], [1.2493, 0.6370, 0.2653], [2.5472, 0.9398, -0.1002], [0.3740, 1.4964, 0.8133], [-0.0302, 2.5494, 1.1772], [-2.8625, 0.4305, -0.6332], [-1.2938, 0.9649, -1.4528], [-2.5590, -0.8197, 1.2957], [0.6317, -1.3461, 0.9123], [0.5661, -1.0643, -1.9919], [1.0927, -2.3600, -1.0374], [3.1195, 0.9842, 0.6820]],
  "mulliken_charge": [-0.973, 0.673, -0.530, -0.416, -0.435, 0.107, -0.525, 0.451, -0.465, 0.278, 0.324, 0.347, 0.362, 0.230, 0.239, 0.335]
}



[5]
{
  "formula": "C5H7NOP",
  "method": "ωB97M-V with the def2-TZVPD basis set",
  "homo_ev": -15.379,
  "smiles": "O=[PH2][n+]1ccccc1",
  "max_force_ha_per_bohr": 0.027,
  "homo_lumo_gap_ev": 10.3,
  "charge": 1,
  "species": ["O", "P", "N", "C", "C", "C", "C", "C", "H", "H", "H", "H", "H", "H", "H"],
  "positions_angstrom": [[-1.3738, -0.0535, 2.8213], [-1.5547, 0.7676, 1.6259], [-0.4085, 0.2256, 0.3699], [-0.7719, 0.0798, -0.9166], [0.1257, -0.3962, -1.8490], [1.4077, -0.7123, -1.4266], [1.7742, -0.5402, -0.1027], [0.8382, -0.0658, 0.7924], [-1.2731, 2.1265, 1.8293], [-2.7748, 0.5816, 0.9598], [-1.7815, 0.3368, -1.1901], [-0.1553, -0.5351, -2.8768], [2.1366, -1.1029, -2.1179], [2.7653, -0.7740, 0.2399], [1.0459, 0.0621, 1.8412]],
  "mulliken_charge": [-0.510, 0.416, 0.009, 0.207, -0.784, 0.013, -0.729, 0.133, 0.167, 0.084, 0.335, 0.397, 0.421, 0.401, 0.441]
}



[6]
{
  "formula": "C5H7NOS",
  "method": "ωB97M-V with the def2-TZVPD basis set",
  "e_above_lowest_kj_mol": 130.6,
  "homo_ev": -8.715,
  "smiles": "O=C1CCC(=S)NC1",
  "max_force_ha_per_bohr": 0.073,
  "homo_lumo_gap_ev": 9.1,
  "species": ["O", "C", "C", "C", "C", "S", "N", "C", "H", "H", "H", "H", "H", "H", "H"],
  "positions_angstrom": [[-2.5643, -0.0244, -0.5476], [-1.3654, 0.0112, -0.2588], [-0.5370, 1.3348, -0.2782], [0.7611, 1.0373, 0.4496], [1.5206, -0.1892, -0.0919], [3.1007, -0.0980, -0.3878], [0.6556, -1.3459, -0.0958], [-0.8139, -1.3682, 0.1542], [-1.0412, 2.1589, 0.2203], [-0.1446, 1.5783, -1.3329], [1.3095, 1.9389, 0.2650], [0.5343, 0.8012, 1.5066], [1.0884, -2.1900, -0.2521], [-1.4335, -2.0337, -0.5754], [-1.0705, -1.6113, 1.2249]],
  "mulliken_charge": [-0.558, 0.202, -0.272, -0.757, 0.161, -0.316, -0.144, -0.338, 0.326, 0.262, 0.380, 0.318, 0.193, 0.301, 0.242]
}



[7]
{
  "formula": "C5H7NOS",
  "method": "ωB97M-V with the def2-TZVPD basis set",
  "e_above_lowest_kj_mol": 425.0,
  "homo_ev": -8.763,
  "smiles": "SC/C=C1\\C=NOC1",
  "max_force_ha_per_bohr": 0.083,
  "homo_lumo_gap_ev": 9.0,
  "species": ["S", "C", "C", "C", "C", "N", "O", "C", "H", "H", "H", "H", "H", "H", "H"],
  "positions_angstrom": [[-1.9256, -2.1070, -1.2680], [-1.5308, -1.3200, 0.3198], [-0.1776, -0.8371, 0.1901], [0.4048, 0.3812, 0.2535], [-0.1574, 1.6734, 0.0936], [0.7018, 2.5599, -0.0202], [2.0635, 2.0687, -0.0453], [1.8917, 0.5952, 0.1999], [-1.2691, -0.9282, -1.8649], [-2.3386, -0.6465, 0.3849], [-1.7634, -1.8983, 1.2789], [0.6144, -1.6855, 0.0621], [-1.1241, 2.0467, 0.0498], [2.3707, 0.2366, 1.0867], [2.2395, -0.1391, -0.7208]],
  "mulliken_charge": [-0.258, -0.524, -0.467, 0.813, -0.586, -0.413, -0.217, -0.368, 0.174, 0.323, 0.331, 0.172, 0.506, 0.280, 0.232]
}



[8]
{
  "formula": "C5H7NOS",
  "method": "ωB97M-V with the def2-TZVPD basis set",
  "e_above_lowest_kj_mol": 550.7,
  "homo_ev": -8.466,
  "max_force_ha_per_bohr": 0.072,
  "homo_lumo_gap_ev": 7.7,
  "species": ["C", "C", "C", "C", "C", "N", "O", "S", "H", "H", "H", "H", "H", "H", "H"],
  "positions_angstrom": [[-0.8333, 0.8246, 0.1085], [-0.1898, 0.1039, -0.7730], [-2.1815, 0.4909, 0.6494], [2.0481, -0.8608, -0.1742], [1.3328, 0.1603, -1.0794], [-2.6485, 0.6953, 1.7478], [-2.8771, 0.4838, 2.8864], [-3.7846, -0.2679, 0.0584], [-0.4329, 1.7463, 0.5616], [-0.5411, -0.8708, -1.1682], [1.6248, -1.8804, -0.3394], [1.9900, -0.6983, 0.8948], [3.1280, -0.8673, -0.3099], [1.8847, 1.2103, -0.9779], [1.4804, -0.2699, -2.0850]],
  "mulliken_charge": [-0.286, -0.143, 0.098, -1.099, -0.313, 0.378, -0.473, -0.274, 0.305, 0.316, 0.314, 0.326, 0.334, 0.278, 0.240]
}



[9]
{
  "formula": "C5H7NS",
  "method": "ωB97M-V with the def2-TZVPD basis set",
  "e_above_lowest_kj_mol": 207.7,
  "homo_ev": -8.468,
  "smiles": "CC1=NC=CCS1",
  "max_force_ha_per_bohr": 0.084,
  "homo_lumo_gap_ev": 8.7,
  "species": ["C", "C", "N", "C", "C", "C", "S", "H", "H", "H", "H", "H", "H", "H"],
  "positions_angstrom": [[-2.2906, -0.9104, -0.0536], [-0.9418, -0.2860, 0.0880], [0.0688, -1.0309, 0.1648], [1.4359, -0.8441, 0.2428], [2.0794, 0.3090, 0.0417], [1.0829, 1.5253, -0.1523], [-1.0626, 1.5326, 0.1279], [-2.2217, -1.8049, -0.6684], [-2.9981, -0.2173, -0.4986], [-2.6605, -1.2059, 0.9287], [1.9562, -1.7783, 0.4252], [3.1254, 0.5355, 0.0483], [1.0700, 1.8307, -1.1921], [1.3567, 2.3447, 0.4977]],
  "mulliken_charge": [-1.154, 0.678, -0.533, -0.172, -0.318, -0.827, -0.184, 0.317, 0.390, 0.258, 0.383, 0.392, 0.352, 0.419]
}



[10]
{
  "formula": "C5H7O2S",
  "method": "ωB97M-V with the def2-TZVPD basis set",
  "e_above_lowest_kj_mol": 165.8,
  "homo_ev": -2.817,
  "max_force_ha_per_bohr": 0.089,
  "homo_lumo_gap_ev": 6.4,
  "charge": -1,
  "species": ["C", "C", "C", "C", "C", "O", "O", "S", "H", "H", "H", "H", "H", "H", "H"],
  "positions_angstrom": [[2.8234, -0.4706, 0.0031], [0.8646, 0.5348, 0.6663], [-0.5049, 0.1993, 0.0775], [-0.4925, -0.5635, -1.1863], [-1.8726, 0.1790, 0.7748], [2.8184, -0.5489, -1.1727], [3.3870, -0.5821, 1.0396], [0.0383, 2.0331, -0.1860], [1.0173, 0.9082, 1.7654], [-0.1387, 0.0042, -2.1380], [-1.4843, -0.9177, -1.5209], [0.1354, -1.3859, -0.9828], [-2.7288, 0.4975, 0.1454], [-1.8025, 0.8979, 1.7132], [-2.0604, -0.7853, 1.0015]],
  "mulliken_charge": [0.632, -0.790, 1.001, -1.284, -1.355, -0.433, -0.511, -0.431, 0.217, 0.248, 0.353, 0.313, 0.289, 0.286, 0.465]
}



[11]
{
  "formula": "C5H7O3S",
  "method": "ωB97M-V with the def2-TZVPD basis set",
  "e_above_lowest_kj_mol": 193.5,
  "homo_ev": -4.950,
  "smiles": "C#C[C@H](CC)S(=O)(=O)[O-]",
  "max_force_ha_per_bohr": 0.076,
  "homo_lumo_gap_ev": 8.6,
  "charge": -1,
  "species": ["C", "C", "C", "C", "C", "S", "O", "O", "O", "H", "H", "H", "H", "H", "H", "H"],
  "positions_angstrom": [[2.4599, 0.0145, 1.7719], [1.2988, 0.2794, 1.6913], [-0.1558, 0.3373, 1.2650], [-0.3823, 0.6857, -0.2157], [-0.5927, -0.6485, -1.0584], [-0.8576, 1.8486, 2.2543], [-0.3148, 3.1027, 1.6530], [-2.3138, 1.7870, 2.0802], [-0.4366, 1.6209, 3.5930], [3.3869, 0.1632, 2.0772], [-0.6218, -0.6220, 1.5277], [0.3817, 1.3330, -0.4977], [-1.3534, 1.2582, -0.2680], [-1.6301, -1.0503, -0.8445], [0.2096, -1.3660, -0.7509], [-0.4063, -0.5164, -2.1745]],
  "mulliken_charge": [-0.330, -0.653, 0.022, -0.556, -1.100, 1.138, -0.696, -0.689, -0.652, 0.501, 0.335, 0.505, 0.273, 0.287, 0.290, 0.324]
}



[12]
{
  "formula": "C5H7O4P",
  "method": "ωB97M-V with the def2-TZVPD basis set",
  "e_above_lowest_kj_mol": 250.3,
  "homo_ev": 0.913,
  "max_force_ha_per_bohr": 0.081,
  "homo_lumo_gap_ev": 5.5,
  "charge": -2,
  "species": ["C", "C", "C", "C", "C", "O", "O", "O", "O", "P", "H", "H", "H", "H", "H", "H", "H"],
  "positions_angstrom": [[1.4563, 1.6648, -0.6350], [-0.6782, 0.7000, -1.6579], [0.7607, 0.0275, 1.6470], [0.3532, -0.5073, 0.2676], [0.2952, 0.7135, -0.6180], [1.1406, 2.8711, -0.8772], [-1.0894, 1.2744, -0.5993], [2.5733, 1.1467, -0.4594], [-0.9775, 0.4727, -2.8106], [-2.4565, -2.6999, -0.0040], [1.6852, 0.5578, 1.6487], [-0.2015, 0.5864, 2.0073], [1.0302, -0.8818, 2.3872], [-0.4860, -1.1617, 0.4389], [1.2357, -1.1880, -0.1776], [-2.3515, -1.5509, 0.6906], [-2.2897, -2.0254, -1.2482]],
  "mulliken_charge": [0.430, -0.189, -1.182, -0.561, 1.283, -0.779, -0.447, -0.714, -0.656, -0.033, 0.414, 0.202, 0.281, 0.325, 0.116, -0.263, -0.226]
}



[13]
{
  "formula": "C5H7O4V",
  "method": "ωB97M-V with the def2-TZVPD basis set",
  "e_above_lowest_kj_mol": 65.5,
  "homo_ev": [-11.329, -13.288],
  "max_force_ha_per_bohr": 0.045,
  "multiplicity": 4,
  "homo_lumo_gap_ev": [6.3, 8.3],
  "charge": 1,
  "species": ["H", "V", "O", "O", "C", "C", "O", "C", "H", "H", "H", "H", "H", "O", "C", "C", "H"],
  "positions_angstrom": [[3.2561, -0.5978, -0.2676], [2.4694, 2.3761, -0.0668], [2.9141, 0.9576, 1.0492], [1.4403, -0.7590, 0.5303], [0.1740, -0.1857, 0.6928], [-0.5901, -0.1802, -0.6301], [2.0154, 0.8842, -1.0143], [2.4735, 0.1228, 0.0496], [-0.3658, -0.7911, 1.4358], [0.2665, 0.8401, 1.0908], [-0.6700, 0.8263, -1.0522], [-0.1463, -0.8969, -1.3325], [-2.5993, -0.8002, -1.4271], [-3.5684, 0.6732, 1.0301], [-2.0771, -0.7488, -0.4566], [-2.9149, 0.0381, 0.3793], [-2.0774, -1.7587, -0.0107]],
  "mulliken_charge": [0.330, 0.961, -0.839, -0.401, -0.433, -0.444, -0.836, 0.582, 0.454, 0.242, 0.364, 0.319, 0.391, -0.037, -0.625, 0.591, 0.380]
}



[14]
{
  "formula": "C5H7O5Pd",
  "method": "ωB97M-V with the def2-TZVPD basis set",
  "e_above_lowest_kj_mol": 92.9,
  "homo_ev": [-6.347, -9.765],
  "max_force_ha_per_bohr": 0.142,
  "multiplicity": 4,
  "homo_lumo_gap_ev": [7.0, 8.1],
  "species": ["O", "C", "O", "O", "C", "C", "O", "C", "C", "O", "Pd", "H", "H", "H", "H", "H", "H", "H"],
  "positions_angstrom": [[2.4712, 1.3287, -0.5035], [3.1367, 0.4609, -0.0192], [4.0126, -0.3061, 0.0082], [-0.3450, 2.0641, -1.5544], [-1.4973, 1.4210, -1.7324], [-1.9026, 0.4038, -0.7220], [-0.7029, -0.3077, -0.3356], [-0.6906, -0.9646, 0.9288], [0.7745, -1.2216, 1.2692], [1.5216, -0.0545, 1.0711], [0.6498, 0.9148, -0.3186], [-2.0286, 1.5149, -2.6866], [-2.6531, -0.2974, -1.1149], [-2.3104, 0.8594, 0.2034], [-1.2682, -1.9001, 0.8814], [-1.1515, -0.3018, 1.6807], [1.1549, -2.0407, 0.6292], [0.8287, -1.5732, 2.3150]],
  "mulliken_charge": [-0.558, 0.955, -0.364, -0.690, -0.157, -0.276, -0.468, -0.540, -0.220, -0.844, 0.983, 0.391, 0.267, 0.226, 0.330, 0.341, 0.281, 0.342]
}



[15]
{
  "formula": "C5H7OP",
  "method": "ωB97M-V with the def2-TZVPD basis set",
  "e_above_lowest_kj_mol": 412.4,
  "homo_ev": [-7.522, -7.211],
  "max_force_ha_per_bohr": 0.090,
  "homo_lumo_gap_ev": [6.6, 6.2],
  "species": ["C", "C", "C", "C", "C", "O", "P", "H", "H", "H", "H", "H", "H", "H"],
  "positions_angstrom": [[-1.0693, 2.4014, 0.2924], [-0.6336, 1.3954, -0.2648], [1.0782, -1.0611, 0.8816], [0.9731, -0.6167, -0.5876], [-0.0778, 0.3129, -0.9292], [-3.0774, 0.0423, 0.6560], [-2.4942, -0.9763, -0.1254], [-1.0144, 3.4761, 0.4747], [1.9764, -1.9040, 0.8829], [0.2299, -1.5643, 1.2872], [1.3265, -0.2908, 1.5659], [0.8531, -1.5251, -1.1488], [2.0124, -0.1678, -0.9625], [-0.0830, 0.4779, -2.0225]],
  "mulliken_charge": [-0.204, -0.033, -1.125, -0.133, -0.684, -0.265, 0.449, 0.356, 0.249, 0.328, 0.337, 0.294, 0.244, 0.187]
}



[16]
{
  "formula": "C5H7OP",
  "method": "ωB97M-V with the def2-TZVPD basis set",
  "e_above_lowest_kj_mol": 110.3,
  "homo_ev": [-6.765, -9.797],
  "max_force_ha_per_bohr": 0.089,
  "multiplicity": 3,
  "homo_lumo_gap_ev": [7.7, 7.4],
  "species": ["C", "C", "C", "C", "C", "O", "P", "H", "H", "H", "H", "H", "H", "H"],
  "positions_angstrom": [[-0.4828, 0.2778, -0.0693], [-0.1873, 1.0535, -1.0978], [0.9537, 0.1242, 0.3227], [1.3547, 1.0821, -0.7540], [-1.7534, -0.1748, 0.4881], [-0.2703, 3.0530, -2.5312], [-1.2377, 2.0726, -2.0679], [1.3589, 0.5118, 1.3423], [1.4468, -0.8636, 0.3177], [1.5270, 2.0786, -0.3152], [2.1091, 0.8555, -1.4580], [-1.7403, -0.3545, 1.5380], [-2.0135, -1.0396, -0.0065], [-2.6043, 0.4806, 0.3740]],
  "mulliken_charge": [0.488, -0.077, -0.426, -0.390, -1.361, -0.363, 0.094, 0.188, 0.237, 0.186, 0.352, 0.332, 0.351, 0.390]
}